1.
Density functional theory data (ωB97M-V with the def2-TZVPD basis set) for a structure of composition C63H55AsN8O4Ta.

XYZ file:
```
132
Properties=species:S:1:pos:R:3:mulliken_charge:R:1
Ta -0.0528 -0.1153 -0.3622 1.351
C 4.1236 -5.7843 6.4346 -0.863
O 4.5385 -4.8236 5.4607 -0.447
C 3.6183 -4.2989 4.6483 0.691
C 2.2557 -4.6003 4.6888 -0.918
C 1.3898 -3.9886 3.7954 -0.737
C 1.8476 -3.0744 2.8504 -0.658
C 3.2228 -2.8067 2.8045 0.014
C 4.0943 -3.3920 3.6926 -0.991
C 0.9640 -2.4174 1.8624 1.186
C 1.2343 -2.6589 0.5107 1.008
C 1.9966 -3.7669 0.0436 -1.576
C 1.6842 -3.9442 -1.2664 -1.806
C 0.7943 -2.9055 -1.6485 0.044
N 0.5392 -2.0868 -0.5502 -0.186
C 0.3202 -2.6862 -2.9345 1.247
C -0.3093 -1.4880 -3.2789 0.013
C -0.7887 -1.1784 -4.5727 -1.490
C -1.1596 0.1303 -4.5726 -1.423
C -0.9955 0.6041 -3.2462 0.556
C -1.5916 1.8019 -2.7916 0.407
C -1.5665 2.9977 -3.6192 1.016
C -0.6155 3.1139 -4.6603 -0.183
C -0.4927 4.2539 -5.4118 -1.354
C -1.3199 5.3589 -5.1589 0.694
O -1.1393 6.4136 -5.9397 -0.436
C -2.0352 7.5308 -5.8362 -0.838
C -2.2305 5.2983 -4.0943 -1.397
C -2.3266 4.1482 -3.3410 -0.538
C -2.2969 1.6898 -1.5741 0.332
N -1.9138 0.8640 -0.5150 0.440
C -3.0074 0.8857 0.3643 0.028
C -3.0754 0.2696 1.6159 1.794
C -4.2456 0.5269 2.4798 -0.064
C -4.6002 1.8333 2.8436 -0.430
C -5.6831 2.0719 3.6558 -0.961
C -6.4651 1.0047 4.1183 0.726
O -7.5031 1.3393 4.8889 -0.445
C -8.3305 0.2987 5.4120 -0.856
C -6.1303 -0.3021 3.7581 -0.779
C -5.0249 -0.5259 2.9531 -0.573
C -2.0671 -0.5554 2.0781 -0.073
C -1.9758 -1.0732 3.4030 -1.377
C -0.8140 -1.7575 3.5041 -1.612
C -0.1875 -1.7285 2.2258 0.980
N -0.9382 -0.9371 1.3492 -0.224
C -4.0459 1.6676 -0.1823 -1.755
C -3.5974 2.1948 -1.3547 -1.383
N -0.4893 -0.3867 -2.4341 0.637
C 0.5372 -3.7317 -3.9492 0.225
C 0.0862 -5.0304 -3.7183 -0.717
C 0.2573 -6.0333 -4.6578 -0.646
C 0.9148 -5.7468 -5.8556 0.828
O 1.1394 -6.6305 -6.8298 -0.436
C 0.6840 -7.9740 -6.6553 -0.850
C 1.3935 -4.4497 -6.0913 -0.987
C 1.1970 -3.4614 -5.1577 -0.446
H 5.0268 -6.0872 6.9524 0.257
H 3.6699 -6.6508 5.9516 0.364
H 3.4270 -5.3370 7.1452 0.360
H 1.8655 -5.3144 5.3982 0.490
H 0.3476 -4.2808 3.8110 0.681
H 3.6097 -2.1110 2.0661 0.641
H 5.1532 -3.1729 3.6713 0.502
H 2.6276 -4.3830 0.6616 0.601
H 2.0442 -4.7140 -1.9282 0.648
H -0.8706 -1.8805 -5.3844 0.795
H -1.6151 0.6832 -5.3765 0.747
H 0.0550 2.2948 -4.8759 0.650
H 0.2274 4.3228 -6.2159 0.495
H -1.8151 8.1594 -6.6915 0.264
H -1.8485 8.0802 -4.9132 0.350
H -3.0713 7.1977 -5.8847 0.365
H -2.8537 6.1455 -3.8495 0.530
H -3.0163 4.1679 -2.5120 0.432
H -3.9975 2.6703 2.5103 0.487
H -5.9526 3.0756 3.9545 0.464
H -9.0874 0.7971 6.0075 0.255
H -7.7487 -0.3738 6.0441 0.358
H -8.8093 -0.2579 4.6051 0.353
H -6.7268 -1.1399 4.0862 0.459
H -4.7924 -1.5428 2.6593 0.599
H -2.7097 -0.9122 4.1741 0.681
H -0.4237 -2.2507 4.3767 0.803
H -5.0256 1.7748 0.2506 0.826
H -4.1731 2.7748 -2.0542 0.859
H -0.4447 -5.2609 -2.8022 0.540
H -0.1303 -7.0208 -4.4585 0.458
H 0.9738 -8.5010 -7.5575 0.253
H -0.4011 -8.0026 -6.5474 0.354
H 1.1649 -8.4334 -5.7905 0.351
H 1.9212 -4.2553 -7.0148 0.457
H 1.5968 -2.4723 -5.3459 0.584
N 3.5664 1.1118 -2.4506 0.146
C 3.9842 -0.1891 -2.2844 -1.455
C 3.0295 -0.8057 -1.5419 -0.408
N 2.0280 0.1035 -1.2478 1.292
C 2.3998 1.2435 -1.8125 -0.412
C 1.5155 2.3556 -1.6041 -0.896
N 0.4215 2.0993 -0.9015 1.026
C -0.2003 3.3191 -0.7170 -0.296
C 0.5307 4.2900 -1.3207 -2.020
N 1.6193 3.6607 -1.8836 0.302
H 4.0640 1.8210 -2.9670 0.203
H 4.9146 -0.5468 -2.6893 0.479
H 3.0172 -1.8205 -1.1919 0.526
H -1.1465 3.4097 -0.2150 0.739
H 0.3733 5.3507 -1.4095 0.568
H 2.3450 4.1184 -2.4138 0.239
C 1.6857 0.4179 3.4575 -1.449
As 1.1663 1.2690 1.8038 1.293
C -0.0702 2.5555 2.5623 -1.392
C 2.7603 2.3353 1.3674 -0.564
C 3.3355 3.0519 2.5549 -0.219
C 2.8672 4.3155 2.9052 -0.241
C 3.3972 4.9862 3.9977 -0.825
C 4.4050 4.3989 4.7492 -0.549
C 4.8808 3.1414 4.4045 -0.765
C 4.3491 2.4718 3.3128 -0.146
H 2.1755 1.1946 4.0443 0.797
H 2.3655 -0.4158 3.3084 0.213
H 0.7933 0.0787 3.9741 0.504
H 0.4068 2.9748 3.4475 0.636
H -0.9819 2.0325 2.8532 0.303
H -0.3109 3.3589 1.8770 0.336
H 2.4585 3.0566 0.6082 0.273
H 3.4858 1.6489 0.9251 0.597
H 2.0880 4.7865 2.3139 0.388
H 3.0296 5.9698 4.2572 0.427
H 4.8282 4.9259 5.5934 0.423
H 5.6716 2.6843 4.9839 0.438
H 4.7360 1.4941 3.0450 0.416
```

Computed properties:
- Total charge: +3

=====

2.
Density functional theory data (ωB97M-V with the def2-TZVPD basis set) for an isolated molecule of C5H7NO.

XYZ file:
```
14
Properties=species:S:1:pos:R:3:mulliken_charge:R:1
H -1.1388 1.9643 -2.4303 0.242
N -0.3949 1.5966 -1.8510 -0.639
C -0.6565 0.6937 -0.9857 0.336
O -1.7709 0.0943 -0.4985 -0.484
C -1.2514 -1.0523 0.7215 -0.542
C 0.2268 -1.0030 0.6299 -0.041
C 0.7808 -1.3590 -0.7132 -0.671
C 0.5490 0.0721 -0.3986 -0.010
H -1.7925 -1.8301 0.2195 0.293
H -1.5848 -0.9845 1.7842 0.286
H 0.8470 -1.0002 1.5263 0.358
H 0.0726 -1.8474 -1.3776 0.213
H 1.8082 -1.6826 -0.7888 0.266
H 1.3744 0.7445 -0.2374 0.392
```

Computed properties:
- Energy above the lowest of the compared OMol25 structures with the same formula, charge and spin: 58.7 kcal/mol
- SMILES: [H]/N=C1\OC[C@H]2C[C@@H]12
- Total charge: 0

=====

no.,total energy (eV),E_HOMO (eV),largest force on an atom (hartree/bohr)
1,-148705.5973,-13.492,0.017
2,-8833.6566,-9.387,0.037